Formula: C42H70O42
Source: OMol25
Level of theory: ωB97M-V with the def2-TZVPD basis set

The value obtained for the highest occupied orbital energy is -9.20 eV. For the HOMO-LUMO gap, the calculation gives 9.06 eV. As for the energy relative to the best compared isomer or geometry (same formula, charge and spin): 993.16 kJ/mol. As for the calculated total energy: -4802.14819 Ha. The LUMO energy comes out at -0.15 eV.

Last column: Mulliken charge in e.
Geometry (Å):
C1 7.8225 -10.5763 -2.6792  -0.51
C2 9.2729 -10.9089 -2.9068  -0.56
O1 10.0317 -9.7151 -2.8004  -0.42
C3 9.1434 -8.7172 -2.5611  -0.28
O2 9.4380 -7.5732 -2.3869  0.27
O3 7.8806 -9.1531 -2.5510  0.33
H1 7.3832 -10.9766 -1.7665  0.31
H2 7.2880 -10.9585 -3.5482  0.32
H3 9.4336 -11.3546 -3.8889  0.29
H4 9.6395 -11.6111 -2.1517  0.29
C4 10.5893 -1.0062 -2.2517  1.14
C5 11.3542 -2.0486 -1.4402  1.00
O4 12.7161 -1.9399 -1.8293  -0.45
C6 12.8477 -0.7946 -2.5228  0.51
O5 13.8934 -0.3092 -2.8498  -0.62
O6 11.6750 -0.2163 -2.7661  -0.48
H5 9.8110 -0.5119 -1.6758  0.11
H6 10.0804 -1.4863 -3.0843  -0.60
H7 10.8708 -3.0112 -1.5924  -0.73
H8 11.3280 -1.8567 -0.3662  0.04
C7 8.1126 -6.0950 2.0490  0.71
C8 9.0384 -7.0302 2.8741  -0.51
O7 9.2599 -8.0790 1.9028  -0.51
C9 8.3133 -8.0594 0.9615  0.21
O8 7.9888 -8.9695 0.2665  -0.44
O9 7.8643 -6.7980 0.8252  0.94
H9 8.5422 -5.1164 1.8452  -0.41
H10 7.1644 -5.8726 2.5367  0.28
H11 8.5488 -7.4499 3.7518  0.30
H12 10.0463 -6.7017 3.1055  0.23
C10 11.8570 -3.5843 -6.9641  -0.36
C11 12.0954 -2.5266 -5.8412  -0.45
O10 11.0770 -2.8580 -4.8938  0.06
C12 10.2524 -3.7910 -5.3744  0.18
O11 9.4523 -4.3788 -4.7136  -0.33
O12 10.5318 -4.0099 -6.6806  -0.41
H13 12.5919 -4.3869 -6.9461  0.20
H14 11.8592 -3.1281 -7.9527  0.33
H15 11.9766 -1.4861 -6.1289  0.43
H16 13.0436 -2.7678 -5.3664  0.22
C13 12.8777 -7.1198 -2.7491  -0.37
C14 12.0174 -6.8154 -3.9549  0.66
O13 12.7711 -5.7517 -4.5554  -0.36
C15 13.4497 -5.1030 -3.5662  0.63
O14 14.0278 -4.0761 -3.7048  -0.56
O15 13.3755 -5.8374 -2.4230  -0.33
H17 13.6249 -7.8232 -3.1314  0.39
H18 12.3114 -7.4995 -1.9062  0.14
H19 11.1050 -6.3245 -3.6098  -0.57
H20 11.8755 -7.6950 -4.5730  0.46
C16 5.8374 -5.2320 6.3420  -0.21
C17 5.6270 -3.6811 6.3620  -0.76
O16 6.7542 -3.2626 5.5938  0.17
C18 7.3623 -4.2830 4.9981  0.06
O17 8.3692 -4.1418 4.3653  -0.38
O18 6.7169 -5.4344 5.2429  -0.39
H21 4.8783 -5.7132 6.1558  0.28
H22 6.1935 -5.6128 7.2977  0.44
H23 5.6598 -3.2993 7.3779  0.44
H24 4.7141 -3.3902 5.8463  0.29
C19 6.4966 -7.5614 -0.4131  0.98
C20 5.5965 -6.6536 0.4542  1.49
O19 4.3836 -6.5605 -0.3060  -0.50
C21 4.4597 -7.2469 -1.4522  0.47
O20 3.5886 -7.3765 -2.2500  -0.63
O21 5.6822 -7.8317 -1.5629  -0.56
H25 6.6405 -8.4808 0.1441  0.40
H26 7.3117 -6.9196 -0.7232  -1.14
H27 6.0319 -5.6629 0.5840  -0.79
H28 5.3305 -7.0577 1.4296  -0.19
C22 7.0930 -7.3987 -5.3153  -0.13
O22 6.7772 -8.1449 -6.4863  -0.44
C23 7.3013 -9.3693 -6.6116  0.71
O23 8.0510 -9.8589 -5.8021  -0.58
O24 6.9027 -9.8767 -7.7407  -0.37
C24 7.4549 -11.1319 -8.1455  -0.63
H29 6.7734 -6.3827 -5.5391  0.26
H30 8.1778 -7.3239 -5.2068  0.11
H31 6.6476 -7.7400 -4.3832  0.27
H32 7.1078 -11.3497 -9.1500  0.23
H33 7.2023 -11.8812 -7.4014  0.28
H34 8.5371 -11.0350 -8.2468  0.29
C25 8.8843 1.5243 0.6247  -0.58
O25 8.7245 2.2550 -0.5897  -0.37
C26 7.5478 2.4130 -1.1465  0.93
O26 6.5344 1.8096 -0.8646  -0.60
O27 7.6515 3.2808 -2.1371  -0.36
C27 6.5341 3.5350 -2.9490  -0.60
H35 8.1652 0.7186 0.7539  0.21
H36 8.7775 2.1751 1.4936  0.42
H37 9.9179 1.2008 0.5389  0.23
H38 5.7205 3.9133 -2.3245  0.29
H39 6.1789 2.6416 -3.4660  0.22
H40 6.7341 4.2880 -3.7069  0.25
C28 4.4132 -3.4893 -1.5743  -0.34
O28 5.3317 -2.4135 -1.8081  -0.21
C29 6.0178 -2.4567 -2.9494  0.60
O29 5.9760 -3.3331 -3.7811  -0.61
O30 6.7766 -1.3761 -3.0028  0.18
C30 7.4216 -1.1319 -4.2326  -0.71
H41 4.5225 -3.6883 -0.5096  -0.20
H42 4.7525 -4.4387 -1.9880  0.20
H43 3.4115 -3.2833 -1.9332  0.44
H44 7.6945 -0.0841 -4.3599  0.28
H45 6.7283 -1.3110 -5.0577  0.35
H46 8.3229 -1.7092 -4.4336  -0.03
C31 8.0227 -4.8803 -2.0042  0.24
O31 7.8037 -4.6572 -0.5987  1.77
C32 8.1655 -3.5241 -0.0475  0.00
O32 8.6294 -2.5397 -0.5532  -0.59
O33 7.7823 -3.5796 1.2400  0.19
C33 7.8808 -2.4456 2.0800  -0.29
H47 7.7924 -3.9973 -2.5899  -0.89
H48 7.3931 -5.7093 -2.3105  0.01
H49 9.0663 -5.1500 -2.1507  -0.27
H50 8.6046 -2.6428 2.8742  -0.05
H51 6.9203 -2.3727 2.5909  -0.06
H52 8.1710 -1.5155 1.5978  -0.22
C34 3.7133 -2.0908 1.8035  -0.99
O34 4.5023 -3.2464 2.1056  0.19
C35 4.1877 -3.9650 3.1782  0.38
O35 3.1385 -3.9794 3.7529  -0.60
O36 5.2209 -4.7895 3.3638  0.32
C36 5.0940 -5.8337 4.3139  -1.43
H53 3.9632 -1.4028 2.6186  0.35
H54 2.6527 -2.3288 1.8143  0.33
H55 4.0393 -1.5623 0.9127  0.23
H56 4.7531 -5.5031 5.3009  0.03
H57 6.1215 -6.1521 4.4817  0.61
H58 4.3914 -6.6116 4.0202  0.72
C37 12.3268 -2.9663 3.3676  -0.62
O37 12.0904 -3.3267 2.0090  -0.27
C38 11.8655 -4.5914 1.7582  0.58
O38 11.9493 -5.5353 2.4908  -0.72
O39 11.4739 -4.6794 0.4803  0.06
C39 11.0256 -5.8822 -0.0444  0.03
H59 12.7514 -1.9706 3.4374  0.32
H60 12.9537 -3.6828 3.8963  0.36
H61 11.3469 -2.9513 3.8503  0.07
H62 10.8062 -5.7614 -1.1058  -0.85
H63 10.0585 -6.1904 0.3705  0.11
H64 11.6882 -6.7478 0.0319  0.71
C40 7.0253 -0.2667 6.5527  -0.45
O40 8.3835 -0.6135 6.6236  -0.39
C41 9.1027 -0.6229 5.4970  1.00
O41 8.7647 -0.1883 4.4409  -0.58
O42 10.2796 -1.2080 5.6568  -0.29
C42 10.6683 -1.9211 6.8257  -0.68
H65 6.8200 0.7903 6.3788  0.28
H66 6.5296 -0.5095 7.4939  0.28
H67 6.5686 -0.8968 5.7880  0.03
H68 10.8789 -2.9437 6.5076  0.22
H69 9.8534 -1.9852 7.5432  0.33
H70 11.5647 -1.4788 7.2516  0.30